The following is a quantum chemistry calculation of the ion H2N2O4P with charge -1, from OMol25.

```
9
Properties=species:S:1:pos:R:3:mulliken_charge:R:1
N -1.37492 0.44444 0.06606 -0.5032
P 0.26377 0.71197 0.19179 0.7827
O 0.80676 1.07775 -1.39022 -0.7680
O 0.65477 1.33775 1.43878 -0.6475
N 0.92556 -0.96647 -0.05711 0.8960
O 0.30938 -1.72800 -0.77387 -0.5999
O 2.03831 -1.16786 0.32641 -0.6173
H -1.69279 0.32930 0.92606 0.2008
H -1.93085 -0.03888 -0.72791 0.2565
```

**Max |F|**: 9.8 eV Å⁻¹
**Total charge**: -1
**SMILES**: N[P@@](=O)([O-])[N+](=O)[O-]
**HOMO-LUMO gap**: 9.0 eV